# C4H11N2S

A cluster of 2 separate species, C4H11N2S in total at a distorted geometry (ωB97M-V with the def2-TZVPD basis set, the Open Molecules 2025 dataset).

Output
**HOMO**: -11.77 eV
**Energy**: -666.3073 hartree
**Max |F|**: 5.2 eV/Å
**Lowest unoccupied orbital energy**: -6.6630 eV
**ΔE to the lowest compared entry with this formula, charge and spin**: 421.9 kJ/mol

Structure (ORCA input):
```
! wB97M-V def2-TZVPD RIJCOSX def2/J DEFGRID3
* xyz 1 1
H 4.225 1.367 1.131
H -2.189 1.810 -0.914
H 2.618 -0.017 1.545
H 0.502 1.619 0.113
H -0.581 -0.576 1.536
H 2.429 -0.797 -0.139
N 0.423 1.074 0.921
H -3.087 0.471 -1.311
C -1.699 -1.432 -0.319
H -2.491 -1.463 0.381
H -0.772 -1.887 0.073
C -1.248 -0.047 -0.625
S 3.983 0.965 -0.065
N -2.228 0.811 -1.085
H -1.948 -1.992 -1.178
C 2.886 -0.092 0.502
C -0.445 0.227 0.837
H -0.376 -0.038 -1.402
*
```

---

# C2H8NO3P

A cluster of 2 separate species, C2H8NO3P in total at a distorted geometry (ωB97M-V with the def2-TZVPD basis set, the Open Molecules 2025 dataset).

Output
**HOMO**: -10.45 eV
**Energy**: -702.8163 hartree
**Max |F|**: 4.2 eV/Å
**Lowest unoccupied orbital energy**: 0.2556 eV
**ΔE to the lowest compared entry with this formula, charge and spin**: 135.3 kJ/mol

Structure (ORCA input):
```
! wB97M-V def2-TZVPD RIJCOSX def2/J DEFGRID3
* xyz 0 1
H -1.569 -0.061 -0.747
H 1.264 -0.019 -2.182
H -0.992 -1.625 -0.193
P 1.550 -0.476 -0.105
C 1.476 1.714 1.356
H 0.609 2.120 0.839
H -3.617 -0.666 -0.398
H 2.317 2.231 1.054
H -1.957 -1.628 -1.623
N 1.318 0.470 -1.312
H 1.216 1.879 2.423
C -1.830 -1.144 -0.677
O 1.436 0.336 1.206
O -2.982 -1.212 0.170
O 1.761 -1.919 0.189
*
```

---

# C5H12N2O

An isolated molecule of C5H12N2O at a distorted geometry (ωB97M-V with the def2-TZVPD basis set, the Open Molecules 2025 dataset).

Output
**HOMO**: -9.27 eV
**Energy**: -382.4342 hartree
**Max |F|**: 4.3 eV/Å
**Lowest unoccupied orbital energy**: 0.8536 eV
**Structure (SMILES)**: CCC(=O)NCCN
**ΔE to the lowest compared entry with this formula, charge and spin**: 179.3 kJ/mol

Structure (ORCA input):
```
! wB97M-V def2-TZVPD RIJCOSX def2/J DEFGRID3
* xyz 0 1
C -1.296 0.431 1.188
H 0.838 -2.732 -1.979
C 0.979 0.632 -1.169
N 0.538 1.328 -0.131
N -2.043 0.720 2.431
H -1.782 0.801 0.170
H 0.888 -0.021 1.503
H -2.740 1.426 2.367
H 0.346 1.654 1.999
C 1.107 -0.852 -0.968
H 0.675 2.346 -0.059
H -0.355 -1.428 -2.470
C 0.171 0.864 1.243
H 2.083 -1.102 -0.730
H 0.645 -1.219 -0.064
H 1.354 -1.568 -3.018
H -2.393 -0.110 2.931
C 0.702 -1.687 -2.146
O 1.398 1.191 -2.158
H -1.116 -0.673 1.058
*
```

---

# C18H25ClN2Ti

A structure of composition C18H25ClN2Ti at a distorted geometry (ωB97M-V with the def2-TZVPD basis set, the Open Molecules 2025 dataset).

Output
**HOMO**: -14.07 eV
**Energy**: -2119.4842 hartree
**Max |F|**: 4.9 eV/Å
**Lowest unoccupied orbital energy**: -7.7717 eV
**ΔE to the lowest compared entry with this formula, charge and spin**: 73.7 kJ/mol

Structure (ORCA input):
```
! wB97M-V def2-TZVPD RIJCOSX def2/J DEFGRID3
* xyz 2 1
H 0.840 0.644 -2.611
H 4.495 -3.660 -0.558
Cl 1.371 -2.149 1.248
C 1.279 -1.310 -1.632
C 4.520 -3.449 2.940
H -3.115 2.709 3.072
C -2.235 2.320 2.549
H 3.940 -5.989 1.622
H 5.903 -4.191 0.498
C 4.286 -4.038 1.590
C -4.340 0.443 0.327
C -2.701 1.345 1.536
H 2.423 -5.134 2.147
C 3.271 -5.115 1.413
C -3.177 -0.239 0.126
H -4.647 2.136 1.620
C 1.428 1.567 -0.189
N -2.126 0.340 0.842
H -1.877 -2.449 -1.264
C 0.389 1.956 0.717
C -0.889 -0.542 -1.923
H 3.235 0.168 0.045
H 5.346 -2.441 0.520
C 0.353 -2.341 -1.213
C 5.018 -3.507 0.418
C 0.483 -0.224 -2.088
N -4.022 1.436 1.225
H 2.351 -1.411 -1.708
H -5.314 0.316 -0.115
H 0.599 -3.364 -0.949
H 5.323 -4.160 3.263
H -3.040 -1.096 -0.507
H -1.734 3.150 2.035
H 3.662 -3.515 3.667
H -1.586 1.827 3.271
H 2.334 0.017 2.685
H 0.149 1.506 2.945
H 4.934 -2.407 2.913
H 1.571 1.959 -1.192
C -0.978 -1.840 -1.356
H -1.726 0.063 -2.218
C 2.337 0.670 0.470
C 1.845 0.542 1.847
H -0.361 2.732 0.517
Ti 0.429 -0.534 0.274
H 2.877 -5.200 0.372
C 0.633 1.298 1.977
*
```

---

# C35H37NO3P2Ti

A structure of composition C35H37NO3P2Ti at a distorted geometry (ωB97M-V with the def2-TZVPD basis set, the Open Molecules 2025 dataset).

Output
**HOMO (spin up / spin down)**: -5.13 / -5.13 eV
**Energy**: -3168.1430 hartree
**Max |F|**: 5.7 eV/Å
**Lowest unoccupied orbital energy (spin up / spin down)**: -0.9777 / -1.1204 eV
**ΔE to the lowest compared entry with this formula, charge and spin**: 115.0 kJ/mol
**⟨S²⟩**: 2.0148

Structure (ORCA input):
```
! wB97M-V def2-TZVPD RIJCOSX def2/J DEFGRID3
* xyz 0 3
H 0.019 -0.181 -7.805
H 0.605 2.217 -7.701
H 3.148 0.999 -4.218
H -1.978 2.696 -7.539
C 3.223 4.212 -3.156
H -2.738 -0.579 -4.978
H 7.111 -1.231 -1.694
N -0.413 -0.265 2.092
C -3.201 2.908 -3.218
C 2.897 4.009 -1.819
H 0.689 0.914 0.027
H 2.850 4.848 -1.131
H -2.682 3.867 -3.256
H -3.898 -3.980 0.905
C -2.523 -2.260 -1.698
C 5.019 -0.667 -1.639
H 1.694 -0.351 -5.376
H -2.527 -2.962 -3.740
H -1.359 1.181 -8.128
C -2.844 0.454 -2.985
H 1.284 2.117 -5.085
C 5.885 -2.880 -1.126
H 2.037 0.003 0.819
C -0.172 -1.150 -3.007
O -0.266 0.570 2.994
H -5.123 3.630 -2.624
H -1.864 -1.503 -7.273
C -4.248 0.322 -2.740
H -3.241 1.574 -6.019
C -3.642 -4.284 -2.458
H 2.492 -2.759 -0.807
H 1.850 -1.119 -3.644
H -0.314 -1.952 -3.742
O -0.042 2.473 -2.370
H -2.523 -1.981 0.413
H 4.396 -4.294 -0.424
C -4.031 -4.567 -1.148
H -1.156 -2.073 -5.739
C 1.181 -0.725 -2.857
C 0.805 0.148 -5.800
P 2.225 -0.050 -1.575
C 3.035 1.848 -3.549
P -1.699 -0.696 -2.067
C 3.514 -2.412 -0.937
C -5.072 1.464 -2.785
C -2.076 -0.142 -5.724
C -4.524 2.757 -2.849
C 6.089 -1.551 -1.503
H -4.653 -5.438 -0.951
C -2.450 1.753 -3.493
H -0.033 3.352 -6.533
C -2.869 -2.599 -0.395
H 2.289 2.581 -0.337
C 2.704 1.607 -2.202
H 3.348 3.307 -5.114
O -1.159 -1.233 2.172
C 3.216 3.138 -4.043
H 5.208 0.326 -2.036
C -0.040 2.280 -6.803
C 3.694 -1.104 -1.412
H -4.663 -0.652 -2.476
H 0.729 -1.621 -7.064
C -1.427 1.802 -7.247
C -3.620 -3.726 -0.102
H 0.665 -0.884 0.058
C 0.147 -0.707 -6.851
C -2.281 1.083 -6.239
H -6.132 1.343 -2.603
H -1.836 1.937 -4.500
Ti -0.233 1.552 -3.731
H 6.709 -3.577 -0.998
C -1.259 -1.181 -6.389
H -3.938 -4.946 -3.283
H 3.446 5.195 -3.517
C 2.595 2.735 -1.362
C 1.321 -0.007 -0.031
C 4.588 -3.287 -0.793
C 0.574 1.519 -5.675
C -2.872 -3.156 -2.732
*
```

---

# C21H20N2O5

An isolated molecule of C21H20N2O5 (ωB97M-V with the def2-TZVPD basis set, the Open Molecules 2025 dataset).

Output
**HOMO**: -7.48 eV
**Energy**: -1297.9653 hartree
**Max |F|**: 0.7 eV/Å
**Lowest unoccupied orbital energy**: 0.4998 eV
**Structure (SMILES)**: COc1ccc(-c2ccc(CCC(=O)O)n2NC(=O)c2ccc(O)cc2)cc1
**ΔE to the lowest compared entry with this formula, charge and spin**: 210.3 kJ/mol

Structure (ORCA input):
```
! wB97M-V def2-TZVPD RIJCOSX def2/J DEFGRID3
* xyz 0 1
H -2.238 -0.824 -5.588
H 0.464 -2.114 6.046
H -0.338 -1.020 -1.349
C 0.123 -0.521 -2.188
H -4.193 0.498 3.607
H 3.084 0.677 -3.265
H 0.531 1.308 0.573
N 1.855 -0.228 0.320
C 3.604 -0.829 -0.888
C -2.051 1.364 0.521
C -2.425 0.029 2.484
H -2.394 0.562 -6.697
C -0.644 -0.278 -3.315
C -3.583 0.726 2.748
H 4.232 -1.085 -1.719
N 0.635 0.306 0.665
H -1.483 1.595 -0.370
C 2.865 -0.503 1.205
H -2.697 0.783 -4.956
H 1.997 0.461 2.885
H 1.360 -2.104 2.543
C -2.088 0.255 -5.698
O 1.070 -2.332 5.320
C 2.028 -1.642 3.280
H -1.683 -0.568 -3.306
C 1.285 0.646 -4.404
C -3.989 1.748 1.892
H -3.544 2.836 0.097
H -2.101 -0.766 3.137
C 2.294 -0.416 -0.969
O -5.136 2.408 2.181
O 0.562 -0.278 4.623
C 2.663 -0.380 2.674
C 3.954 -0.895 0.472
C 2.039 0.407 -3.279
H 2.770 -2.384 3.568
C -3.221 2.055 0.773
C 1.154 -1.312 4.456
C -1.639 0.349 1.379
C -0.071 0.313 -4.434
C 1.470 -0.174 -2.143
H -5.308 3.088 1.517
O -0.322 -1.637 1.322
H 3.623 -0.184 3.153
C -0.409 -0.443 1.131
O -0.729 0.601 -5.593
H 1.720 1.096 -5.283
H 4.903 -1.194 0.869
*
```

---

# C6H12

An isolated molecule of C6H12 at a distorted geometry (ωB97M-V with the def2-TZVPD basis set, the Open Molecules 2025 dataset).

Output
**HOMO**: -9.19 eV
**Energy**: -235.7754 hartree
**Max |F|**: 1.5 eV/Å
**Lowest unoccupied orbital energy**: 1.1403 eV
**Structure (SMILES)**: C=C(C)CCC
**ΔE to the lowest compared entry with this formula, charge and spin**: 112.5 kJ/mol

Structure (ORCA input):
```
! wB97M-V def2-TZVPD RIJCOSX def2/J DEFGRID3
* xyz 0 1
H 0.240 0.090 2.516
H 3.209 0.173 -0.162
C -2.467 0.455 -0.892
C 0.957 -0.324 1.810
C -1.249 -0.210 -0.267
H -0.235 1.599 0.180
C 2.343 -0.490 -0.221
H 0.378 0.698 -1.292
H 2.680 -1.477 0.111
H -3.379 -0.053 -0.617
H 2.217 -0.552 -1.305
C 0.025 0.643 -0.275
H -1.509 -0.429 0.764
H -2.493 0.444 -1.988
H -1.072 -1.206 -0.691
H -2.518 1.498 -0.578
C 1.128 -0.067 0.522
H 1.745 -0.792 2.385
*
```

---

# C5H8N2O2

A structure of composition C5H8N2O2 at a distorted geometry (ωB97M-V with the def2-TZVPD basis set, the Open Molecules 2025 dataset).

Output
**HOMO (spin up / spin down)**: -8.06 / -8.06 eV
**Energy**: -455.2043 hartree
**Max |F|**: 4.3 eV/Å
**Lowest unoccupied orbital energy (spin up / spin down)**: -0.2322 / -0.2326 eV
**ΔE to the lowest compared entry with this formula, charge and spin**: 404.9 kJ/mol

Structure (ORCA input):
```
! wB97M-V def2-TZVPD RIJCOSX def2/J DEFGRID3
* xyz 0 1
H -1.355 -2.603 -0.806
C -1.730 0.753 -0.457
C -0.996 -0.516 -0.692
C -1.829 -1.732 -0.321
H 0.285 -0.894 0.888
C 4.676 2.672 0.316
N -1.783 1.055 1.414
C 0.458 -0.673 -0.093
O 4.281 2.629 -0.754
O 5.168 2.621 1.346
H -0.759 -0.417 -1.757
H -1.901 -1.878 0.727
H 1.112 0.156 -0.077
N -0.975 1.327 2.155
H -2.857 0.605 -0.632
H 1.015 -1.472 -0.613
H -2.810 -1.632 -0.645
*
```

---

max |F| of number 7 (C6H12)?
1.5 eV/Å

---

What did the second record say?
# C2H8NO3P

A cluster of 2 separate species, C2H8NO3P in total at a distorted geometry (ωB97M-V with the def2-TZVPD basis set, the Open Molecules 2025 dataset).

Output
**HOMO**: -10.45 eV
**Energy**: -702.8163 hartree
**Max |F|**: 4.2 eV/Å
**Lowest unoccupied orbital energy**: 0.2556 eV
**ΔE to the lowest compared entry with this formula, charge and spin**: 135.3 kJ/mol

Structure (ORCA input):
```
! wB97M-V def2-TZVPD RIJCOSX def2/J DEFGRID3
* xyz 0 1
H -1.569 -0.061 -0.747
H 1.264 -0.019 -2.182
H -0.992 -1.625 -0.193
P 1.550 -0.476 -0.105
C 1.476 1.714 1.356
H 0.609 2.120 0.839
H -3.617 -0.666 -0.398
H 2.317 2.231 1.054
H -1.957 -1.628 -1.623
N 1.318 0.470 -1.312
H 1.216 1.879 2.423
C -1.830 -1.144 -0.677
O 1.436 0.336 1.206
O -2.982 -1.212 0.170
O 1.761 -1.919 0.189
*
```

---

Repeat the fifth record exactly.
# C35H37NO3P2Ti

A structure of composition C35H37NO3P2Ti at a distorted geometry (ωB97M-V with the def2-TZVPD basis set, the Open Molecules 2025 dataset).

Output
**HOMO (spin up / spin down)**: -5.13 / -5.13 eV
**Energy**: -3168.1430 hartree
**Max |F|**: 5.7 eV/Å
**Lowest unoccupied orbital energy (spin up / spin down)**: -0.9777 / -1.1204 eV
**ΔE to the lowest compared entry with this formula, charge and spin**: 115.0 kJ/mol
**⟨S²⟩**: 2.0148

Structure (ORCA input):
```
! wB97M-V def2-TZVPD RIJCOSX def2/J DEFGRID3
* xyz 0 3
H 0.019 -0.181 -7.805
H 0.605 2.217 -7.701
H 3.148 0.999 -4.218
H -1.978 2.696 -7.539
C 3.223 4.212 -3.156
H -2.738 -0.579 -4.978
H 7.111 -1.231 -1.694
N -0.413 -0.265 2.092
C -3.201 2.908 -3.218
C 2.897 4.009 -1.819
H 0.689 0.914 0.027
H 2.850 4.848 -1.131
H -2.682 3.867 -3.256
H -3.898 -3.980 0.905
C -2.523 -2.260 -1.698
C 5.019 -0.667 -1.639
H 1.694 -0.351 -5.376
H -2.527 -2.962 -3.740
H -1.359 1.181 -8.128
C -2.844 0.454 -2.985
H 1.284 2.117 -5.085
C 5.885 -2.880 -1.126
H 2.037 0.003 0.819
C -0.172 -1.150 -3.007
O -0.266 0.570 2.994
H -5.123 3.630 -2.624
H -1.864 -1.503 -7.273
C -4.248 0.322 -2.740
H -3.241 1.574 -6.019
C -3.642 -4.284 -2.458
H 2.492 -2.759 -0.807
H 1.850 -1.119 -3.644
H -0.314 -1.952 -3.742
O -0.042 2.473 -2.370
H -2.523 -1.981 0.413
H 4.396 -4.294 -0.424
C -4.031 -4.567 -1.148
H -1.156 -2.073 -5.739
C 1.181 -0.725 -2.857
C 0.805 0.148 -5.800
P 2.225 -0.050 -1.575
C 3.035 1.848 -3.549
P -1.699 -0.696 -2.067
C 3.514 -2.412 -0.937
C -5.072 1.464 -2.785
C -2.076 -0.142 -5.724
C -4.524 2.757 -2.849
C 6.089 -1.551 -1.503
H -4.653 -5.438 -0.951
C -2.450 1.753 -3.493
H -0.033 3.352 -6.533
C -2.869 -2.599 -0.395
H 2.289 2.581 -0.337
C 2.704 1.607 -2.202
H 3.348 3.307 -5.114
O -1.159 -1.233 2.172
C 3.216 3.138 -4.043
H 5.208 0.326 -2.036
C -0.040 2.280 -6.803
C 3.694 -1.104 -1.412
H -4.663 -0.652 -2.476
H 0.729 -1.621 -7.064
C -1.427 1.802 -7.247
C -3.620 -3.726 -0.102
H 0.665 -0.884 0.058
C 0.147 -0.707 -6.851
C -2.281 1.083 -6.239
H -6.132 1.343 -2.603
H -1.836 1.937 -4.500
Ti -0.233 1.552 -3.731
H 6.709 -3.577 -0.998
C -1.259 -1.181 -6.389
H -3.938 -4.946 -3.283
H 3.446 5.195 -3.517
C 2.595 2.735 -1.362
C 1.321 -0.007 -0.031
C 4.588 -3.287 -0.793
C 0.574 1.519 -5.675
C -2.872 -3.156 -2.732
*
```

---

Which value of ΔE to the lowest compared entry with this formula, charge and spin does entry 4 give?
73.7 kJ/mol